[1]
Here is a cluster of 4 separate species, C5H17NO2 in total at a distorted geometry from the OMol25 dataset. Energies are from wB97M-V/def2-TZVPD.

## Properties
relative energy (zero: lowest compared OMol25 entry of this formula, charge and spin)	6.933	eV
orbital gap	6.7	eV
spin multiplicity	1
HOMO	-8.92	eV

Last column: natural (NBO) charge in e.
Element x y z (Å)
C -0.1778 0.7250 -2.3443  -0.397
C -0.1787 1.9446 -1.4688  -0.639
C -0.1897 -0.5728 -1.3842  -0.237
N 1.0053 -0.6462 -0.5869  -0.641
C 0.7017 -1.5857 0.6123  -0.269
C 1.8480 -1.3844 1.5594  -0.667
H 0.6768 0.5108 -2.9568  0.184
H -1.0497 0.6986 -2.9763  0.196
H -1.2431 2.1814 -1.1534  0.196
H 0.3909 1.7781 -0.5028  0.262
H 0.2240 2.8562 -2.0334  0.200
H -1.0400 -0.2769 -0.7536  0.219
H -0.3904 -1.4337 -2.0144  0.165
H 1.7722 -0.9844 -1.1246  0.351
H 0.5280 -2.6645 0.1674  0.207
H -0.2902 -1.2745 0.9928  0.244
H 2.7499 -1.7279 1.0208  0.252
H 1.7186 -2.0841 2.4475  0.225
H 2.0508 -0.4092 2.0019  0.226
H -1.3593 0.3664 1.4710  0.482
H -2.8353 0.4369 1.4398  0.455
O -2.1521 -0.2959 1.4563  -1.022
H -0.8024 2.2767 1.8554  0.473
H 0.5408 0.0207 2.1332  0.472
O -0.4353 1.4825 1.3246  -0.937


[2]
Here is a cluster of 4 separate species, C5H17NO5 in total at a distorted geometry from the OMol25 dataset. Energies are from wB97M-V/def2-TZVPD.

## Properties
relative energy (zero: lowest compared OMol25 entry of this formula, charge and spin)	1.549	eV
orbital gap	10.2	eV
spin multiplicity	1
HOMO	-9.78	eV

Last column: natural (NBO) charge in e.
Element x y z (Å)
C 1.1421 -1.6375 0.7403  -0.635
C 0.6219 -0.2252 1.0106  -0.054
C -0.4446 -0.2775 2.1351  -0.087
O 0.1722 -0.7280 3.3252  -0.719
N 0.0814 0.3335 -0.2458  -0.498
C 1.1082 0.6337 -1.2681  -0.446
C -1.0637 1.1417 -0.2724  0.559
O -1.3032 1.8069 -1.2620  -0.642
H 1.6755 -2.0666 1.6600  0.214
H 1.8448 -1.6310 -0.0815  0.224
H 0.3551 -2.3618 0.4725  0.207
H 1.5036 0.4055 1.3860  0.200
H -0.7738 0.6830 2.4741  0.211
H -1.2953 -0.9425 1.9510  0.171
H 0.4218 -1.6956 3.2597  0.464
H 1.1676 -0.2229 -1.9396  0.217
H 2.1453 0.7705 -0.8354  0.197
H 0.8338 1.5453 -1.9010  0.253
H -1.7526 1.0553 0.5369  0.153
O -0.5892 2.8891 1.4243  -0.956
H 0.0858 3.3472 1.9526  0.484
H -0.9161 3.5171 0.7880  0.489
O -1.1847 -2.0057 -1.9284  -0.947
H -0.8593 -1.4017 -1.2579  0.485
H -0.4756 -2.6870 -2.0307  0.478
O -0.6638 -0.0573 -3.7110  -0.973
H -0.8617 0.6455 -3.1176  0.471
H -0.9756 -0.8340 -3.2649  0.481


[3]
Here is a structure of composition C5H18B2Be2Cl10 at a distorted geometry from the OMol25 dataset. Energies are from wB97M-V/def2-TZVPD.

## Properties
total charge	+2
relative energy (zero: lowest compared OMol25 entry of this formula, charge and spin)	13.081	eV
orbital gap	6.1	eV
spin multiplicity	1
HOMO	-15.13	eV

Last column: natural (NBO) charge in e.
Element x y z (Å)
Be -1.2967 0.4859 1.6129  1.659
Be -1.7250 -1.0224 -0.8764  1.607
B -0.4485 0.2527 -0.2232  -1.308
H -1.4928 0.4768 -0.0699  0.015
H 0.0639 1.1548 -0.5199  0.076
H -0.0587 -0.0612 0.7327  0.007
H -0.1892 -0.5344 -0.9142  0.102
B -2.2677 -0.9575 0.9879  -1.261
H -2.5012 -0.6523 1.9962  0.119
H -2.8608 -1.7987 0.6642  0.169
H -2.3989 -0.1214 0.3186  0.019
H -1.2406 -1.2881 0.9880  0.075
C 1.7684 0.6729 -1.4205  -0.486
Cl 2.6210 -0.8501 -1.7510  0.097
Cl 2.8742 2.0240 -1.5683  0.031
H 0.9120 0.8073 -2.0812  0.205
H 1.5059 0.5861 -0.3661  0.233
C 1.8644 -0.8870 1.9047  -0.540
Cl 2.0955 -1.4997 0.2397  0.041
Cl 0.1796 -0.9184 2.3247  0.016
H 2.4028 -1.5693 2.5625  0.287
H 2.2097 0.1200 2.1386  0.264
C 1.0780 2.7417 1.1260  -0.518
Cl 1.3728 1.0004 1.3936  0.086
Cl -0.4548 2.9020 0.2749  0.008
H 1.1073 3.2218 2.1041  0.261
H 1.8081 3.1639 0.4354  0.256
C -1.8271 2.1674 -1.8254  -0.377
Cl -1.9557 0.5499 -2.4767  0.064
Cl -2.2579 2.1638 -0.0905  0.129
H -0.7959 2.5177 -1.8701  0.254
H -2.5335 2.8499 -2.2979  0.302
C 0.4958 -3.6395 -0.5892  -0.448
Cl 0.8644 -3.9246 -2.2890  0.052
Cl -0.1814 -1.9988 -0.3380  -0.020
H -0.1771 -4.3948 -0.1832  0.255
H 1.4398 -3.7407 -0.0537  0.269


[4]
Here is a cluster of 3 separate species, C5H18N4 in total at a distorted geometry from the OMol25 dataset. Energies are from wB97M-V/def2-TZVPD.

## Properties
relative energy (zero: lowest compared OMol25 entry of this formula, charge and spin)	2.714	eV
orbital gap	7.9	eV
spin multiplicity	1
HOMO	-7.08	eV

Last column: natural (NBO) charge in e.
Element x y z (Å)
C 0.6565 1.1109 1.7552  0.425
C 1.2213 -0.7235 -2.4101  -0.413
C 2.0020 -1.9614 -0.4693  -0.411
N 1.2672 -0.8007 -0.9555  -0.660
N 1.3408 1.5872 0.7105  -0.773
N -0.2147 1.8888 2.4114  -0.880
H 0.9016 0.0932 2.0523  0.174
H 1.0790 2.5074 0.3864  0.395
H 1.6292 0.9003 0.0080  0.434
H -1.1914 1.6036 1.6627  0.440
H -0.4374 1.5105 3.3252  0.365
H 0.8173 -1.6304 -2.8844  0.170
H 1.6309 -2.9160 -0.8715  0.171
H 0.6080 0.1254 -2.7112  0.207
H 2.2324 -0.5675 -2.7936  0.190
H 3.0534 -1.8662 -0.7495  0.192
H 1.9496 -2.0009 0.6196  0.197
C -2.3354 -0.4361 1.1378  -0.412
C -1.7770 0.9238 -0.7414  -0.415
N -1.4966 0.6309 0.6420  -0.764
H 0.3257 -0.7934 -0.5694  0.384
H -2.1838 -1.3777 0.5819  0.156
H -1.7232 0.0261 -1.3838  0.154
H -2.1024 -0.6278 2.1907  0.178
H -3.4150 -0.2079 1.0856  0.155
H -2.7829 1.3483 -0.9049  0.165
H -1.0552 1.6530 -1.1247  0.177


[5]
Here is a cluster of 5 separate species, C5H18N6O12P2 in total at a distorted geometry from the OMol25 dataset. Energies are from wB97M-V/def2-TZVPD.

## Properties
orbital gap	7.8	eV
spin multiplicity	1
HOMO	-8.15	eV

Last column: natural (NBO) charge in e.
Element x y z (Å)
N 1.9442 0.0749 1.9539  -1.283
P 1.4467 -0.0878 0.4460  1.508
O -0.0806 0.6640 0.1202  -0.787
C -0.6054 1.3643 1.2338  1.005
O 0.0024 2.3423 1.7495  -0.563
O -1.8846 1.0703 1.8310  -0.774
P -3.0150 0.5357 0.6344  1.395
N -3.5847 -1.0988 1.0881  -1.168
O -4.4590 1.4838 0.6480  -0.982
H 2.8696 0.5480 1.9593  0.374
H 1.2733 -1.4785 0.1755  -0.014
H 2.4623 0.4646 -0.4052  -0.032
H -2.9295 -1.3994 1.8313  0.393
H -3.5415 -1.7264 0.2681  0.410
H -4.2504 2.4329 0.8414  0.507
C 6.3200 -0.4663 0.3979  -0.484
N 4.9202 -0.5323 -0.0965  0.532
O 4.0520 -0.8338 0.7108  -0.364
O 4.7393 -0.2788 -1.2788  -0.394
H 6.3295 -0.7132 1.4582  0.238
H 6.9038 -1.1882 -0.1719  0.241
H 6.6786 0.5497 0.2351  0.237
C 0.0219 4.9300 -0.2034  -0.488
N -1.3667 4.8371 -0.7264  0.534
O -2.2455 4.5318 0.0646  -0.384
O -1.5257 5.0738 -1.9132  -0.378
H 0.0138 4.6950 0.8594  0.253
H 0.6281 4.2105 -0.7523  0.234
H 0.3687 5.9494 -0.3707  0.228
C -6.0650 -4.6567 2.4960  -0.484
N -4.9277 -4.2713 1.6211  0.532
O -3.8083 -4.2912 2.1160  -0.376
O -5.1988 -3.9629 0.4682  -0.377
H -5.6798 -4.9038 3.4837  0.232
H -6.7424 -3.8050 2.5479  0.241
H -6.5496 -5.5211 2.0434  0.235
C 2.5639 -0.2034 -4.3800  -0.484
N 2.4171 -1.2223 -3.3090  0.540
O 3.1177 -2.2170 -3.3816  -0.359
O 1.6014 -0.9858 -2.4313  -0.402
H 3.3184 -0.5437 -5.0870  0.232
H 1.5959 -0.0989 -4.8690  0.239
H 2.8711 0.7286 -3.9066  0.238


[6]
Here is a cluster of 3 separate species, C5H18NO2 in total at a distorted geometry from the OMol25 dataset. Energies are from wB97M-V/def2-TZVPD.

## Properties
relative energy (zero: lowest compared OMol25 entry of this formula, charge and spin)	1.022	eV
orbital gap (alpha / beta)	3.0 / 11.1	eV
spin multiplicity	2
HOMO (alpha / beta)	-2.82 / -11.04	eV

Last column: natural (NBO) charge in e.
Element x y z (Å)
C 0.7730 -1.3483 -1.7455  -0.656
C -0.3417 -0.7100 -0.9650  -0.146
C -0.1499 0.7896 -0.6695  -0.414
C -1.3234 1.5122 0.0073  -0.429
C -2.4063 2.1151 -0.8979  -0.620
N -0.5971 -1.4711 0.2990  -0.990
H 1.4819 -2.0077 -1.2503  0.230
H 0.4601 -2.0067 -2.5909  0.230
H 1.3612 -0.4574 -2.1199  0.217
H -1.3483 -0.8002 -1.4137  0.203
H 0.0885 1.4019 -1.5422  0.219
H 0.7218 0.9101 0.0473  0.213
H -0.7566 2.3082 0.5433  0.201
H -1.8817 0.9012 0.7787  0.199
H -2.0283 2.4557 -1.9054  0.196
H -3.0034 2.8963 -0.4665  0.219
H -3.0205 1.2905 -1.2660  0.204
H -1.4085 -1.0928 0.9170  0.265
H -0.8997 -2.4326 0.0432  0.281
H 0.2305 -1.7121 0.8369  0.434
H 1.0043 -1.3878 3.5539  0.467
H 1.9337 -1.0371 2.5427  0.483
O 1.0070 -1.3304 2.5849  -1.002
H 3.1446 1.1424 1.6782  0.478
H 3.9253 -0.1424 1.5498  0.474
O 3.0334 0.2130 1.4505  -0.954


Please write out number 3 again, unchanged.
Here is a structure of composition C5H18B2Be2Cl10 at a distorted geometry from the OMol25 dataset. Energies are from wB97M-V/def2-TZVPD.

## Properties
total charge	+2
relative energy (zero: lowest compared OMol25 entry of this formula, charge and spin)	13.081	eV
orbital gap	6.1	eV
spin multiplicity	1
HOMO	-15.13	eV

Last column: natural (NBO) charge in e.
Element x y z (Å)
Be -1.2967 0.4859 1.6129  1.659
Be -1.7250 -1.0224 -0.8764  1.607
B -0.4485 0.2527 -0.2232  -1.308
H -1.4928 0.4768 -0.0699  0.015
H 0.0639 1.1548 -0.5199  0.076
H -0.0587 -0.0612 0.7327  0.007
H -0.1892 -0.5344 -0.9142  0.102
B -2.2677 -0.9575 0.9879  -1.261
H -2.5012 -0.6523 1.9962  0.119
H -2.8608 -1.7987 0.6642  0.169
H -2.3989 -0.1214 0.3186  0.019
H -1.2406 -1.2881 0.9880  0.075
C 1.7684 0.6729 -1.4205  -0.486
Cl 2.6210 -0.8501 -1.7510  0.097
Cl 2.8742 2.0240 -1.5683  0.031
H 0.9120 0.8073 -2.0812  0.205
H 1.5059 0.5861 -0.3661  0.233
C 1.8644 -0.8870 1.9047  -0.540
Cl 2.0955 -1.4997 0.2397  0.041
Cl 0.1796 -0.9184 2.3247  0.016
H 2.4028 -1.5693 2.5625  0.287
H 2.2097 0.1200 2.1386  0.264
C 1.0780 2.7417 1.1260  -0.518
Cl 1.3728 1.0004 1.3936  0.086
Cl -0.4548 2.9020 0.2749  0.008
H 1.1073 3.2218 2.1041  0.261
H 1.8081 3.1639 0.4354  0.256
C -1.8271 2.1674 -1.8254  -0.377
Cl -1.9557 0.5499 -2.4767  0.064
Cl -2.2579 2.1638 -0.0905  0.129
H -0.7959 2.5177 -1.8701  0.254
H -2.5335 2.8499 -2.2979  0.302
C 0.4958 -3.6395 -0.5892  -0.448
Cl 0.8644 -3.9246 -2.2890  0.052
Cl -0.1814 -1.9988 -0.3380  -0.020
H -0.1771 -4.3948 -0.1832  0.255
H 1.4398 -3.7407 -0.0537  0.269


> Look up the spin multiplicity of the sixth one.

2


> Number 5 is which compound?

C5H18N6O12P2